# 1
A structure of composition C35H34F7N3OP2S2Y in a non-equilibrium geometry, computed with ωB97M-V/def2-TZVPD.

**<S²>**: 0.77
**Gap between HOMO and LUMO (alpha / beta)**: 7.661 / 4.008 eV
**Spin multiplicity**: 2
**Largest force on an atom**: 0.0685 Eh/bohr
**Highest occupied orbital energy (alpha / beta)**: -7.460 / -7.390 eV

Atoms and positions in Å:
Y (3.069, 0.370, 1.430)
C (0.070, -0.998, 1.972)
N (1.463, -1.391, 2.224)
C (1.781, -2.651, 1.526)
C (1.730, -2.517, 0.008)
N (2.507, -1.359, -0.514)
C (1.666, -0.558, -1.439)
C (3.654, -1.765, -1.311)
C (3.494, -2.715, -2.312)
C (4.523, -3.038, -3.181)
C (5.763, -2.420, -3.046)
C (5.949, -1.490, -2.051)
C (4.901, -1.120, -1.187)
S (5.223, 0.161, -0.071)
C (1.776, -1.537, 3.632)
C (0.794, -1.606, 4.613)
C (1.127, -1.732, 5.952)
C (2.457, -1.806, 6.333)
C (3.447, -1.736, 5.372)
C (3.128, -1.570, 4.024)
S (4.448, -1.395, 2.876)
H (-0.621, -1.833, 2.140)
H (-0.039, -0.663, 0.940)
H (-0.190, -0.160, 2.609)
H (1.072, -3.440, 1.813)
H (2.777, -2.967, 1.825)
H (0.694, -2.427, -0.324)
H (2.126, -3.451, -0.390)
H (1.253, -1.189, -2.235)
H (2.271, 0.228, -1.889)
H (0.851, -0.090, -0.897)
H (2.531, -3.191, -2.442)
H (4.356, -3.757, -3.971)
H (6.568, -2.658, -3.727)
H (6.908, -1.006, -1.925)
H (-0.251, -1.553, 4.341)
H (0.341, -1.771, 6.695)
H (2.722, -1.906, 7.377)
H (4.492, -1.781, 5.644)
O (-0.421, 2.385, 0.127)
N (-0.806, 2.192, 1.421)
C (-2.052, 2.170, 1.681)
C (-3.285, 2.307, 0.858)
C (-4.279, 3.076, 1.476)
C (-5.506, 3.296, 0.884)
C (-5.776, 2.741, -0.353)
C (-4.815, 1.976, -0.988)
C (-3.567, 1.741, -0.408)
P (-2.412, 0.605, -1.295)
C (-1.946, 1.628, -2.742)
C (-1.339, 0.991, -3.825)
C (-0.909, 1.721, -4.921)
C (-1.074, 3.098, -4.946)
C (-1.671, 3.739, -3.871)
C (-2.095, 3.011, -2.769)
C (-3.650, -0.526, -2.088)
C (-4.227, -0.378, -3.348)
C (-5.085, -1.349, -3.845)
C (-5.366, -2.485, -3.100)
C (-4.810, -2.637, -1.838)
C (-3.956, -1.664, -1.341)
H (0.561, 2.403, 0.176)
H (-2.231, 2.147, 2.752)
H (-4.057, 3.522, 2.438)
H (-6.258, 3.883, 1.395)
H (-6.741, 2.891, -0.818)
H (-5.046, 1.539, -1.949)
H (-1.214, -0.086, -3.811)
H (-0.437, 1.218, -5.755)
H (-0.736, 3.672, -5.799)
H (-1.803, 4.814, -3.885)
H (-2.540, 3.522, -1.926)
H (-4.001, 0.496, -3.947)
H (-5.547, -1.220, -4.816)
H (-6.013, -3.254, -3.501)
H (-5.046, -3.513, -1.247)
H (-3.520, -1.773, -0.352)
F (2.233, 1.619, 0.253)
F (1.910, 1.246, 3.088)
P (2.942, 2.504, 3.724)
F (3.519, 1.381, 4.692)
F (2.375, 3.409, 2.551)
F (3.947, 3.597, 4.227)
F (4.129, 1.941, 2.580)
F (1.794, 2.891, 4.726)

Atomic forces in eV per Å
-0.224 -2.793 1.826
0.040 0.089 -0.107
-0.097 -0.160 -0.031
0.026 -0.148 -0.289
-0.100 -0.071 0.354
0.397 -0.005 -0.341
-0.217 0.152 -0.173
-0.138 -0.115 0.043
-0.102 -0.026 0.060
0.082 0.090 0.090
0.060 -0.035 -0.054
0.143 0.003 -0.113
0.053 0.335 0.370
1.009 -0.486 -0.900
0.304 -0.030 0.640
-0.131 -0.052 -0.176
-0.071 -0.001 0.036
0.014 -0.052 -0.006
-0.153 0.034 -0.015
-0.117 -0.002 -0.296
0.925 -0.596 -0.119
-0.011 0.049 0.030
-0.072 -0.040 0.000
-0.032 0.045 0.006
-0.037 0.082 0.065
-0.015 0.074 0.040
0.058 0.052 -0.080
-0.085 -0.002 -0.054
0.024 0.008 0.039
-0.053 0.011 0.056
-0.099 0.052 -0.004
-0.001 0.001 0.006
-0.015 -0.026 0.011
0.029 -0.031 0.044
-0.013 0.038 0.001
-0.019 -0.011 0.016
-0.007 0.007 -0.004
0.006 -0.012 0.006
0.015 0.059 0.017
-0.079 -0.021 -0.388
0.150 0.126 0.540
0.130 -0.062 -0.406
-0.098 0.093 -0.463
0.204 0.003 0.008
-0.087 0.027 0.102
-0.151 0.015 -0.114
0.058 0.123 0.169
0.180 0.028 0.337
-0.138 -0.029 -0.061
0.075 0.049 0.171
0.039 0.071 0.028
0.054 -0.081 -0.009
-0.036 0.096 -0.029
0.053 0.046 -0.011
-0.004 -0.096 -0.042
0.321 -0.154 0.167
0.048 -0.010 0.080
-0.043 -0.016 -0.039
-0.012 -0.010 0.025
-0.070 -0.002 0.020
-0.033 0.040 0.016
-0.423 -0.155 0.014
0.002 -0.218 0.004
-0.054 -0.044 0.039
0.021 0.040 0.004
0.004 0.013 -0.028
-0.007 0.019 0.014
0.019 -0.028 -0.015
-0.020 -0.014 -0.008
-0.003 -0.006 -0.012
0.021 0.004 0.002
-0.019 0.022 0.004
-0.003 0.008 -0.017
0.070 0.016 -0.021
-0.041 0.031 0.000
0.050 0.006 0.014
0.010 -0.073 -0.058
-1.507 2.228 -2.275
0.230 0.612 0.438
-0.172 -0.279 0.448
-0.039 0.324 0.002
0.102 0.088 0.193
0.094 0.051 -0.080
-0.226 0.525 0.293
-0.051 0.105 -0.052

---

# 2
A structure of composition C35H34FeN7O3 in a non-equilibrium geometry, computed with ωB97M-V/def2-TZVPD.

**<S²>**: 8.82
**Net charge**: +2
**Gap between HOMO and LUMO (alpha / beta)**: 5.866 / 4.248 eV
**Spin multiplicity**: 6
**Largest force on an atom**: 0.0638 Eh/bohr
**Highest occupied orbital energy (alpha / beta)**: -12.558 / -12.558 eV

Atoms and positions in Å:
Fe (-0.523, 0.395, 0.325)
C (1.402, -0.244, 2.808)
O (1.031, -0.843, 1.560)
C (1.633, -2.037, 1.242)
C (1.960, -2.975, 2.211)
C (2.577, -4.167, 1.871)
C (2.915, -4.429, 0.548)
C (2.631, -3.502, -0.424)
C (1.975, -2.298, -0.114)
N (1.828, -1.445, -1.154)
N (1.274, -0.322, -1.118)
C (1.180, 0.549, -2.132)
C (0.818, 1.883, -1.682)
O (0.604, 2.059, -0.447)
C (0.708, 2.922, -2.657)
C (0.845, 2.641, -3.978)
C (1.136, 1.324, -4.449)
C (1.234, 1.042, -5.819)
C (1.539, -0.227, -6.266)
C (1.772, -1.258, -5.355)
C (1.663, -1.018, -4.005)
C (1.347, 0.263, -3.524)
H (2.442, -0.477, 3.042)
H (0.751, -0.582, 3.618)
H (1.299, 0.835, 2.674)
H (1.719, -2.776, 3.245)
H (2.820, -4.881, 2.643)
H (3.412, -5.347, 0.285)
H (2.927, -3.658, -1.449)
H (0.505, 3.918, -2.293)
H (0.731, 3.430, -4.709)
H (1.080, 1.833, -6.537)
H (1.592, -0.439, -7.321)
H (2.035, -2.244, -5.710)
H (1.828, -1.815, -3.295)
C (-2.348, 5.515, -0.891)
C (-2.577, 4.065, -0.711)
C (-3.517, 3.210, -1.260)
C (-3.228, 1.939, -0.751)
N (-2.170, 2.008, 0.061)
N (-1.799, 3.302, 0.076)
C (-3.914, 0.649, -1.014)
H (-3.161, 5.949, -1.465)
H (-1.410, 5.696, -1.417)
H (-2.289, 6.015, 0.073)
H (-4.310, 3.474, -1.927)
H (-1.003, 3.606, 0.614)
H (-4.984, 0.750, -0.858)
H (-3.528, -0.116, -0.342)
H (-3.752, 0.333, -2.043)
C (-7.503, -1.867, -2.294)
C (-6.250, -1.762, -3.083)
C (-5.324, -2.804, -3.137)
C (-4.142, -2.692, -3.841)
C (-3.843, -1.504, -4.515)
N (-2.678, -1.271, -5.234)
C (-1.539, -2.014, -5.443)
O (-0.884, -1.874, -6.445)
N (-1.166, -2.938, -4.472)
C (-1.163, -2.841, -3.096)
C (-0.965, -3.996, -2.329)
C (-0.986, -3.897, -0.954)
C (-1.145, -2.648, -0.372)
N (-1.266, -1.528, -1.087)
C (-1.306, -1.628, -2.412)
C (-4.798, -0.476, -4.518)
C (-5.972, -0.605, -3.817)
H (-7.524, -2.769, -1.691)
H (-8.367, -1.877, -2.958)
H (-7.617, -1.000, -1.645)
H (-5.545, -3.727, -2.628)
H (-3.483, -3.541, -3.899)
H (-2.775, -0.559, -5.952)
H (-0.611, -3.696, -4.854)
H (-0.809, -4.947, -2.816)
H (-0.880, -4.778, -0.344)
H (-1.173, -2.539, 0.703)
H (-1.428, -0.699, -2.951)
H (-4.603, 0.421, -5.085)
H (-6.695, 0.194, -3.832)

Atomic forces in eV per Å
0.452 0.282 -1.761
0.074 0.321 0.610
-0.591 0.216 -0.524
0.311 -0.643 -0.337
-0.351 0.493 0.128
0.099 0.060 -0.248
-0.021 -0.131 0.024
-0.085 0.146 0.090
-0.517 0.210 1.347
1.121 0.376 -2.392
-1.126 -0.228 3.073
0.408 -0.498 -1.836
-0.058 -0.065 0.271
-0.318 -0.142 0.120
0.100 0.191 -0.108
-0.105 0.292 0.636
0.188 -0.800 -0.595
-0.058 0.463 0.509
0.153 -0.413 0.068
0.063 0.226 0.034
0.144 -0.427 -0.058
-0.192 0.431 0.353
-0.085 0.041 -0.054
0.065 -0.002 -0.121
0.022 -0.115 0.063
-0.011 -0.012 0.069
-0.025 -0.043 0.069
0.090 -0.119 -0.008
-0.012 -0.010 -0.141
-0.043 0.068 -0.052
-0.015 0.072 -0.060
-0.047 0.134 -0.043
-0.008 0.057 -0.139
-0.053 -0.022 -0.044
-0.022 0.076 -0.152
0.053 0.137 0.087
-0.118 -0.470 -0.022
0.274 -0.016 0.247
-0.049 0.044 -0.076
0.823 -1.276 0.363
0.094 0.534 0.014
0.130 0.022 0.061
0.002 0.069 -0.007
-0.018 0.030 -0.045
-0.040 0.114 0.035
-0.210 0.071 -0.167
-0.044 -0.097 -0.114
-0.087 -0.043 0.003
-0.105 -0.108 -0.031
-0.070 -0.109 -0.050
-0.406 0.056 0.026
0.605 -0.001 -0.301
-0.480 0.446 0.121
0.331 0.385 -0.399
-1.090 -0.280 0.712
0.945 0.386 -0.621
-0.662 0.395 0.102
0.314 -0.121 -0.433
0.201 -0.548 -0.125
-0.047 0.163 0.590
-0.031 0.378 -0.009
-0.042 0.175 -0.093
-0.072 -0.259 0.195
-0.007 0.321 0.916
0.037 0.183 -0.423
0.538 -0.306 0.013
-0.112 -0.458 0.287
-0.042 -0.069 0.091
-0.095 -0.058 0.022
-0.053 -0.001 0.134
-0.031 -0.188 0.121
0.061 -0.060 0.000
0.139 -0.246 0.099
-0.071 0.217 -0.039
-0.059 -0.117 -0.047
0.031 -0.071 0.147
0.029 -0.085 0.097
-0.026 0.014 -0.164
0.043 0.177 -0.089
-0.132 0.186 -0.020

---

# 3
A structure of composition C35H34I2KN3O6P2, computed with ωB97M-V/def2-TZVPD.

**Gap between HOMO and LUMO**: 8.034 eV
**Spin multiplicity**: 1
**Largest force on an atom**: 0.0065 Eh/bohr
**Highest occupied orbital energy**: -8.384 eV

Atoms and positions in Å:
K (-1.733, -0.472, -0.769)
C (3.159, -0.219, 1.792)
N (1.850, -0.346, 1.153)
P (1.562, -1.353, -0.197)
C (2.956, -0.927, -1.302)
C (4.169, -1.601, -1.378)
C (5.156, -1.171, -2.256)
C (4.947, -0.053, -3.050)
C (3.743, 0.636, -2.972)
C (2.752, 0.192, -2.113)
C (2.017, -3.015, 0.410)
C (2.060, -3.300, 1.772)
C (2.292, -4.596, 2.212)
C (2.471, -5.622, 1.297)
C (2.406, -5.350, -0.065)
C (2.175, -4.057, -0.505)
P (0.476, 0.524, 1.685)
C (0.571, 0.318, 3.501)
C (-0.162, -0.737, 4.044)
C (-0.103, -1.018, 5.401)
C (0.685, -0.233, 6.232)
C (1.409, 0.828, 5.706)
C (1.352, 1.102, 4.347)
C (0.965, 2.272, 1.474)
C (0.234, 3.266, 2.123)
C (0.488, 4.604, 1.869)
C (1.472, 4.967, 0.958)
C (2.195, 3.984, 0.298)
C (1.938, 2.644, 0.551)
H (3.884, -0.847, 1.277)
H (3.114, -0.530, 2.838)
H (3.515, 0.813, 1.758)
H (4.349, -2.473, -0.760)
H (6.094, -1.709, -2.313)
H (5.719, 0.276, -3.734)
H (3.569, 1.501, -3.600)
H (1.798, 0.708, -2.073)
H (1.905, -2.507, 2.494)
H (2.330, -4.804, 3.275)
H (2.650, -6.633, 1.640)
H (2.532, -6.148, -0.785)
H (2.116, -3.856, -1.569)
H (-0.788, -1.339, 3.393)
H (-0.678, -1.839, 5.809)
H (0.729, -0.443, 7.294)
H (2.018, 1.442, 6.356)
H (1.915, 1.935, 3.943)
H (-0.545, 2.990, 2.825)
H (-0.086, 5.368, 2.380)
H (1.670, 6.013, 0.763)
H (2.959, 4.258, -0.418)
H (2.493, 1.881, 0.018)
I (2.322, -2.657, -4.615)
C (0.376, -2.582, -5.464)
I (-1.012, -1.331, -4.451)
H (-0.015, -3.590, -5.458)
H (0.490, -2.216, -6.476)
O (-4.591, 1.367, -3.916)
C (-4.180, 0.586, -3.050)
O (-3.020, 0.083, -2.956)
C (-5.106, 0.263, -1.876)
C (-6.196, 1.076, -1.583)
C (-6.923, 0.897, -0.412)
C (-6.553, -0.078, 0.504)
C (-5.474, -0.881, 0.187)
C (-4.782, -0.756, -0.999)
N (-4.970, -1.851, 1.174)
O (-3.804, -2.201, 1.064)
O (-5.714, -2.212, 2.057)
H (-6.445, 1.859, -2.287)
H (-7.763, 1.543, -0.193)
H (-7.065, -0.214, 1.445)
H (-4.006, -1.469, -1.232)
N (-2.158, 3.081, -3.644)
C (-2.718, 3.342, -2.322)
C (-2.049, 2.434, -1.312)
O (-2.512, 2.130, -0.239)
O (-0.862, 1.963, -1.718)
H (-2.750, 2.390, -4.110)
H (-0.825, 2.228, -2.675)
H (-2.162, 3.917, -4.212)
H (-3.795, 3.188, -2.258)
H (-2.500, 4.365, -2.007)

Atomic forces in eV per Å
0.227 -0.136 0.200
-0.008 0.005 0.018
-0.128 0.005 -0.101
0.040 -0.033 0.089
-0.033 0.092 -0.006
0.037 -0.016 -0.024
0.008 -0.024 0.019
-0.009 0.024 -0.009
0.048 -0.008 -0.026
-0.044 -0.032 0.028
-0.026 0.013 -0.010
0.011 0.038 0.001
0.001 -0.025 0.002
-0.002 -0.016 0.009
0.010 -0.021 -0.003
-0.002 0.005 0.003
0.031 0.017 0.007
-0.034 -0.012 -0.008
0.015 0.008 -0.065
0.010 -0.002 0.050
-0.022 -0.024 0.012
-0.005 0.008 -0.006
0.034 0.017 0.026
-0.025 -0.029 -0.029
-0.039 -0.002 0.000
0.004 0.018 0.006
0.003 0.008 0.005
-0.006 0.031 0.003
0.013 -0.034 -0.027
0.011 -0.002 -0.001
0.009 -0.003 0.012
0.004 0.000 0.007
-0.020 -0.008 0.003
-0.009 0.012 -0.005
-0.014 0.004 0.004
-0.003 -0.005 0.007
-0.001 0.004 -0.021
0.002 -0.024 -0.007
-0.002 0.002 -0.007
-0.001 0.015 -0.004
-0.001 0.006 0.009
0.008 0.007 -0.023
-0.002 -0.010 0.020
0.007 0.013 -0.003
-0.003 -0.006 -0.007
0.001 0.001 -0.011
0.006 -0.016 0.002
0.005 0.022 -0.005
0.000 -0.010 0.001
0.004 -0.009 -0.005
-0.005 0.000 0.005
-0.003 0.024 0.021
0.009 -0.021 0.005
-0.002 0.033 0.068
-0.037 0.025 -0.019
0.006 -0.019 -0.025
-0.023 -0.003 -0.014
0.032 -0.039 0.045
-0.037 -0.037 -0.024
-0.061 0.001 0.023
-0.011 0.096 -0.080
0.033 -0.034 0.015
0.023 -0.001 -0.022
-0.026 -0.017 0.048
-0.005 -0.055 0.016
0.018 -0.088 0.033
-0.035 0.189 -0.059
-0.002 -0.072 -0.022
-0.021 -0.054 0.023
-0.013 0.000 0.011
0.002 -0.005 0.009
-0.017 0.026 -0.012
0.015 0.074 -0.082
-0.068 0.058 -0.030
0.040 0.040 -0.062
0.052 -0.096 0.083
0.046 0.051 -0.027
-0.068 0.059 -0.061
0.032 -0.027 0.010
0.003 0.002 -0.030
0.041 0.015 0.004
-0.017 -0.002 0.026
-0.012 0.009 -0.001

---

The evaluated energy above the lowest of the compared OMol25 structures with the same formula, charge and spin for the records listed, in turn: 37.70 35.91 0.85 kcal per mole.